[1]
{"formula": "C2H12N2O3", "method": "the ωB97M-V functional and the def2-TZVPD basis", "smiles": "N/C=C/N.O.O.O", "total_energy_ha": -418.5726, "e_lumo_ev": 0.65, "species": ["C", "C", "N", "N", "H", "H", "H", "H", "H", "H", "H", "H", "O", "H", "H", "O", "H", "H", "O"], "coordinates": [[0.97774, -0.35160, 0.20407], [0.67989, 0.82883, 0.80190], [0.41749, 2.02607, 0.08355], [1.76078, -1.39600, 0.74785], [0.46892, -0.58573, -0.73352], [0.61162, 0.93658, 1.87718], [0.95113, 2.38573, -0.68348], [0.33485, 2.77474, 0.76018], [1.04365, -2.00829, 1.20819], [2.41098, -1.03200, 1.43569], [1.05339, 1.87054, -3.13324], [-0.27927, 1.09496, -3.14182], [0.10106, 1.93126, -2.86183], [-2.90395, -0.03745, -0.29606], [-1.53573, 0.15988, 0.53559], [-2.15127, -0.46236, 0.14103], [-1.55768, -3.21783, 1.62354], [-1.44529, -2.11885, 0.42289], [-0.93832, -2.79848, 1.00829]], "atomic_forces_ev_per_a": [[-0.6, 0.9, -0.2], [1.0, -0.1, -1.3], [-1.3, 0.3, 1.8], [-1.7, -0.5, 1.1], [0.8, 0.3, -0.3], [0.8, 0.1, 0.2], [0.3, -0.9, -0.3], [-0.3, 0.0, -0.3], [1.2, -0.1, -0.4], [-0.2, -0.1, 0.1], [-1.4, 0.0, 0.3], [0.0, -0.1, 0.0], [1.5, 0.1, -0.6], [0.6, 0.2, 0.4], [0.0, 0.5, -0.2], [-0.7, -0.6, -0.4], [0.0, 0.4, -0.5], [0.8, -1.5, 1.7], [-0.8, 1.1, -1.1]], "lowdin_charge": [-0.266, -0.229, 0.018, 0.018, 0.098, 0.104, 0.053, 0.069, 0.064, 0.063, 0.064, 0.032, -0.081, 0.068, 0.016, -0.059, 0.037, 0.046, -0.114]}

***

[2]
{"formula": "C2H12N2O3", "method": "the ωB97M-V functional and the def2-TZVPD basis", "smiles": "C/N=C\\N.O.O.O", "total_energy_ha": -418.5746, "e_lumo_ev": 0.13, "species": ["C", "N", "C", "N", "H", "H", "H", "H", "H", "H", "H", "H", "O", "H", "H", "O", "H", "H", "O"], "coordinates": [[-0.50828, -1.14782, 0.87351], [-0.80564, 1.83442, 1.41298], [-0.75094, 0.76910, 2.32076], [-0.87417, -0.49021, 2.08615], [0.05687, -1.99230, 0.98479], [-1.43437, -1.54578, 0.43185], [-0.04354, -0.50195, 0.11736], [-0.82856, 1.49495, 0.49585], [-1.62618, 2.43047, 1.61015], [-0.81722, 1.04711, 3.33849], [2.60383, -2.23154, -2.88902], [1.99804, -1.70609, -1.59558], [2.39523, -2.51021, -1.96877], [-1.92451, 0.42080, -2.14729], [-2.30786, 1.47389, -1.20116], [-1.59501, 0.89025, -1.37199], [2.33067, 0.88336, -0.08272], [1.66235, 0.24324, -1.40919], [2.46929, 0.63831, -1.00614]], "atomic_forces_ev_per_a": [[-2.7, 2.2, -1.6], [0.1, 0.7, 1.5], [-1.8, -1.8, -1.4], [2.1, 0.9, 1.6], [1.8, -2.0, 1.0], [0.1, 0.2, -0.2], [0.0, 0.0, 0.0], [-0.1, -0.4, -1.6], [1.0, -0.3, -0.1], [-0.2, 0.5, 1.1], [-0.1, -0.4, 0.9], [0.4, -0.5, 0.1], [-0.2, 0.7, -1.0], [0.3, -0.2, 0.0], [-1.0, 1.1, 0.5], [0.6, -0.8, -0.7], [-0.5, -0.3, -0.3], [0.6, 0.9, 1.0], [-0.3, -0.4, -0.7]], "lowdin_charge": [-0.156, 0.071, -0.274, -0.023, 0.039, 0.087, 0.040, -0.002, 0.101, 0.088, 0.055, -0.005, -0.072, 0.059, 0.026, -0.039, 0.042, 0.029, -0.065]}

***

[3]
{"formula": "C2H12N2O3", "method": "the ωB97M-V functional and the def2-TZVPD basis", "smiles": "N/C=C/N.O.O.O", "total_energy_ha": -418.5455, "e_lumo_ev": 0.79, "species": ["C", "C", "N", "N", "H", "H", "H", "H", "H", "H", "H", "H", "O", "H", "H", "O", "H", "H", "O"], "coordinates": [[0.26192, 3.43262, 1.62857], [0.35344, 2.09626, 1.63794], [-0.73080, 1.12311, 1.58826], [1.14132, 4.25909, 0.90011], [-0.27382, 4.03260, 2.37305], [1.27811, 1.51270, 1.58081], [-0.99143, 1.00854, 0.61884], [-1.56459, 1.43507, 2.07019], [1.87416, 3.67426, 0.49890], [1.54601, 4.99342, 1.47547], [2.96617, -3.54992, 3.30992], [1.80082, -2.65262, 3.45575], [2.66694, -2.66937, 3.04277], [-1.18734, -4.33244, -4.45498], [-1.88642, -4.57490, -5.64184], [-1.47588, -3.77934, -5.21856], [-1.53503, -1.35511, -2.70357], [-2.27230, -2.44962, -3.51885], [-1.97130, -2.20435, -2.64278]], "atomic_forces_ev_per_a": [[0.8, 1.0, 0.7], [-0.5, -1.6, -0.5], [0.1, 0.4, 1.2], [0.8, -0.8, 0.9], [-1.2, -0.4, -0.9], [0.2, 0.9, -1.0], [0.0, 0.0, -0.1], [-0.1, 0.1, 0.1], [0.0, 0.4, -0.2], [0.1, 0.0, -0.2], [0.3, 0.2, -0.2], [-0.3, 0.4, -0.1], [0.0, -0.6, 0.3], [0.3, 1.3, 0.0], [0.0, 1.4, -0.5], [-0.4, -2.7, 0.6], [0.0, 0.1, -0.2], [0.1, 0.1, -0.4], [-0.1, -0.3, 0.6]], "lowdin_charge": [-0.243, -0.225, -0.025, 0.026, 0.109, 0.097, 0.056, 0.054, 0.079, 0.074, 0.034, 0.029, -0.064, 0.056, 0.060, -0.087, 0.030, 0.001, -0.060]}

***

[4]
{"formula": "C2H12N2O3", "method": "the ωB97M-V functional and the def2-TZVPD basis", "smiles": "C/N=C\\N.O.O.O", "total_energy_ha": -418.6052, "e_lumo_ev": 0.45, "species": ["C", "N", "C", "N", "H", "H", "H", "H", "H", "H", "H", "H", "O", "H", "H", "O", "H", "H", "O"], "coordinates": [[-0.28553, 1.67175, 1.78779], [2.35573, 0.83803, 1.57567], [1.45519, 0.83519, 0.54786], [0.20848, 1.09964, 0.56794], [-1.33121, 1.91685, 1.68202], [-0.14025, 1.07179, 2.69342], [0.17405, 2.63494, 2.02894], [2.10641, 1.25529, 2.45607], [3.14501, 0.22422, 1.52714], [1.91978, 0.55456, -0.39226], [-5.21502, -0.23948, -1.00996], [-4.34448, -0.47551, 0.19238], [-5.26944, -0.47978, -0.07999], [2.95200, -2.53306, -3.51382], [2.40032, -3.34437, -4.63653], [2.80834, -2.48545, -4.46566], [-0.86957, -1.26610, 0.29748], [-0.82252, -0.20284, -0.68818], [-1.24730, -1.07567, -0.57030]], "atomic_forces_ev_per_a": [[-0.3, 0.5, 0.7], [-0.4, 0.6, 0.1], [0.0, -0.6, -0.2], [0.9, 0.6, -0.3], [-0.4, -0.3, 0.0], [-0.1, -0.3, -0.1], [0.3, 0.1, -0.2], [0.1, -0.3, 0.1], [0.2, 0.2, 0.0], [-0.2, -0.4, -0.1], [-0.1, 0.0, 0.0], [0.0, -0.1, 0.1], [0.2, 0.1, 0.0], [0.1, 0.3, 0.0], [0.0, 0.2, -0.3], [-0.1, -0.4, 0.3], [-0.3, -0.4, 0.0], [-0.4, -0.1, -0.2], [0.4, 0.4, 0.2]], "lowdin_charge": [-0.160, 0.101, -0.305, -0.061, 0.067, 0.078, 0.080, 0.079, 0.089, 0.119, 0.031, 0.023, -0.064, 0.029, 0.035, -0.064, 0.016, 0.002, -0.096]}

***

[5]
{"formula": "C2H12N2O3", "method": "the ωB97M-V functional and the def2-TZVPD basis", "smiles": "C/N=C\\N.O.O.O", "total_energy_ha": -418.5944, "e_lumo_ev": 0.55, "species": ["C", "N", "C", "N", "H", "H", "H", "H", "H", "H", "H", "H", "O", "H", "H", "O", "H", "H", "O"], "coordinates": [[-0.20841, -1.41297, 1.04605], [1.74959, -2.40344, -0.68871], [1.89339, -1.30497, 0.09079], [1.16138, -0.90038, 1.04937], [-0.67463, -1.28603, 2.01231], [-0.32765, -2.50525, 0.90960], [-0.71202, -1.01894, 0.16249], [1.15936, -3.18603, -0.46130], [2.52634, -2.67348, -1.26525], [2.87581, -0.84686, 0.00839], [-2.02075, 0.89824, -0.34131], [-1.65277, 2.26815, 0.11577], [-2.41401, 1.67645, 0.06728], [0.69597, 0.48815, 2.87407], [1.55077, -0.56393, 3.45034], [1.03785, 0.20361, 3.72877], [-2.76954, 4.70383, -4.15152], [-1.71515, 3.85436, -4.72758], [-2.15552, 4.00949, -3.87955]], "atomic_forces_ev_per_a": [[0.5, -1.4, -0.1], [-0.1, -0.5, -1.1], [1.1, -0.4, 1.6], [-0.9, 0.3, -0.8], [-0.4, 0.8, 0.0], [0.5, 0.0, 0.0], [-0.5, 0.4, 0.4], [-0.3, 0.4, 0.2], [0.1, 0.2, 0.0], [0.0, 0.2, -0.3], [-0.2, -0.1, 0.0], [-0.2, 0.2, 0.1], [0.4, 0.0, -0.1], [0.1, 0.1, 0.0], [0.1, 0.1, 0.1], [0.0, -0.1, 0.0], [-0.1, 0.0, 0.5], [0.2, -0.3, 0.3], [0.0, 0.3, -0.8]], "lowdin_charge": [-0.138, 0.095, -0.322, -0.047, 0.067, 0.065, 0.071, 0.087, 0.088, 0.117, 0.012, 0.038, -0.060, 0.001, 0.014, -0.086, 0.033, 0.033, -0.066]}

***

[6]
{"formula": "C2H12N2O3", "method": "the ωB97M-V functional and the def2-TZVPD basis", "smiles": "N/C=C/N.O.O.O", "total_energy_ha": -418.6039, "e_lumo_ev": 0.41, "species": ["C", "C", "N", "N", "H", "H", "H", "H", "H", "H", "H", "H", "O", "H", "H", "O", "H", "H", "O"], "coordinates": [[-1.10519, -0.80684, -0.19640], [-0.65494, -1.51957, 0.82979], [-0.38162, -2.88433, 0.80626], [-1.33241, 0.60301, -0.08338], [-1.22078, -1.24476, -1.17777], [-0.33403, -1.11634, 1.78567], [0.23905, -3.30120, 1.47308], [-0.41973, -3.38223, -0.06620], [-1.12514, 0.92022, 0.86170], [-2.29010, 0.85428, -0.30624], [-0.84529, 2.76189, 2.50442], [0.60215, 2.20320, 2.42990], [-0.32329, 1.95046, 2.52920], [0.89464, 1.25507, -0.41273], [0.20546, 1.95624, -1.49798], [1.10111, 1.68140, -1.25653], [1.71136, 0.39882, -2.39398], [3.10757, -0.12816, -2.81723], [2.17119, -0.20114, -3.01159]], "atomic_forces_ev_per_a": [[0.0, 0.5, 0.5], [1.0, -0.9, 0.2], [-0.3, -0.5, -0.3], [-0.1, 0.1, -0.1], [-0.2, 0.0, 0.0], [-0.6, 0.5, -0.1], [0.1, 0.3, 0.1], [0.0, 0.1, -0.1], [-0.1, 0.0, -0.1], [0.1, -0.1, 0.1], [0.3, 0.0, 0.0], [-0.2, 0.2, 0.0], [0.0, -0.1, 0.0], [0.1, -0.1, -0.2], [0.1, -0.1, -0.2], [-0.2, 0.2, 0.3], [0.3, 0.0, -0.1], [0.0, 0.1, 0.1], [-0.2, -0.2, -0.1]], "lowdin_charge": [-0.210, -0.226, 0.021, -0.013, 0.106, 0.111, 0.070, 0.078, 0.031, 0.076, 0.053, 0.050, -0.056, 0.025, 0.047, -0.073, -0.022, 0.021, -0.089]}

***

[7]
{"formula": "C2H12N2O3", "method": "the ωB97M-V functional and the def2-TZVPD basis", "spin_multiplicity": 2, "total_energy_ha": -418.2304, "total_charge": 1, "e_lumo_ev": [-5.62, -8.69], "s_squared": 0.755, "species": ["C", "N", "C", "N", "H", "H", "H", "H", "H", "H", "H", "H", "O", "H", "H", "O", "H", "H", "O"], "coordinates": [[-1.05915, 1.19384, -1.41040], [-2.89659, -1.14531, -0.79241], [-1.48118, -1.06205, -0.73713], [-0.71726, -0.21276, -1.38301], [-0.28030, 1.73549, -1.99215], [-1.30224, 1.45514, -0.36363], [-2.06264, 1.38947, -1.95875], [-3.48897, -0.30229, -0.59755], [-3.14520, -1.96260, -0.24156], [-1.11581, -1.90408, -0.09668], [2.24495, 1.58747, 0.75025], [0.92227, 0.71396, 0.27739], [1.87215, 0.66396, 0.58732], [2.73728, -1.42731, -0.85435], [2.82037, -2.60835, -1.84598], [3.26989, -2.20384, -1.13514], [1.92837, 1.33316, 4.33054], [0.85694, 1.33911, 3.23300], [0.89710, 1.41699, 4.23025]], "atomic_forces_ev_per_a": [[-0.5, 0.1, -0.6], [3.1, 1.0, 1.2], [-3.2, -1.2, 0.5], [-1.6, 0.1, 0.3], [-0.6, -0.1, 0.9], [0.6, 0.7, -0.5], [1.3, -0.7, 0.4], [0.7, -0.9, -0.9], [-0.6, 0.2, -0.2], [0.7, 0.7, -1.1], [-1.1, -1.7, -0.5], [2.0, 0.6, 0.7], [-0.8, 1.2, -0.2], [0.6, -0.7, -0.3], [-0.8, -0.6, -1.3], [0.2, 1.4, 1.6], [-2.9, 0.2, 0.1], [-0.2, 0.1, 1.6], [3.2, -0.4, -1.8]], "lowdin_charge": [-0.049, 0.177, -0.100, 0.147, 0.120, 0.111, 0.157, 0.155, 0.118, 0.176, 0.095, 0.011, -0.086, 0.019, 0.002, -0.042, 0.097, 0.018, -0.125]}

***

[8]
{"formula": "C2H12N2O4", "method": "the ωB97M-V functional and the def2-TZVPD basis", "smiles": "CNC(N)=O.O.O.O", "total_energy_ha": -493.8850, "e_lumo_ev": 0.67, "species": ["C", "N", "C", "N", "O", "H", "H", "H", "H", "H", "H", "H", "H", "O", "H", "H", "O", "H", "H", "O"], "coordinates": [[-0.16343, 0.40963, 2.51695], [0.27831, 0.75585, 1.18590], [-0.68141, 0.97900, 0.25070], [-0.41097, 1.75266, -0.87514], [-1.86597, 0.60230, 0.42627], [-1.23019, 0.41429, 2.69319], [0.40640, 1.11654, 3.26592], [0.05351, -0.65850, 2.58500], [1.21998, 1.13352, 1.07974], [0.58242, 2.00840, -1.05125], [-1.04593, 1.75476, -1.68283], [-2.02784, -2.31443, 0.22896], [-0.95518, -1.52533, 0.93089], [-1.02641, -2.21438, 0.34032], [0.29057, -2.06151, -0.99807], [-0.35013, -0.94736, -1.70225], [0.38226, -1.48750, -1.76014], [2.74245, 0.26260, -3.00878], [1.64007, -0.42129, -2.10880], [2.16150, 0.44072, -2.31656]], "atomic_forces_ev_per_a": [[1.7, 0.2, 1.3], [-0.1, 0.9, -0.8], [-2.8, 1.0, -1.2], [1.8, -0.2, 0.4], [1.7, -0.1, 0.0], [-0.2, 0.9, -0.5], [-1.2, -1.9, -1.1], [0.6, 0.1, 1.1], [-0.7, -0.2, -0.1], [-1.3, -0.5, -0.2], [0.5, -0.2, 1.0], [2.2, 0.2, 0.1], [0.2, 2.6, 2.0], [-2.6, -3.1, -1.9], [-0.2, -0.2, 0.3], [-2.6, 1.9, 0.1], [2.7, -1.6, -0.8], [1.4, -0.6, -1.7], [1.0, 1.6, -0.5], [-2.3, -0.8, 2.3]], "lowdin_charge": [-0.088, 0.000, -0.620, 0.146, -0.026, 0.078, 0.128, 0.071, 0.147, 0.098, 0.118, 0.120, -0.048, -0.038, 0.033, -0.005, -0.020, -0.018, 0.026, -0.102]}